DFT (ωB97M-V/def2-TZVPD) results for a 2-piece molecular cluster, C2H9NS2 overall.

The geometry in ORCA input format:
```
! RIJCOSX wB97M-V def2-TZVPD def2/J DEFGRID3
* xyz 0 1
C 0.559 -1.762 1.882
S 1.640 -1.221 0.548
S 3.137 -0.269 1.672
H 0.197 -0.906 2.437
H -0.256 -2.256 1.364
H 1.008 -2.491 2.552
H 3.448 0.527 0.640
C -1.689 1.092 -2.060
N -0.683 1.336 -1.048
H -2.717 1.223 -1.727
H -1.574 1.754 -2.911
H -1.598 0.060 -2.399
H -0.750 0.653 -0.308
H -0.721 2.260 -0.641
*
```

Properties
- E_HOMO: -8.24 eV
- Energy: -25379.99497 eV
- SMILES string: CSS.CN
- HOMO-LUMO gap: 8.75 eV


DFT (ωB97M-V/def2-TZVPD) results for C6H12O as an isolated structure.

The geometry in ORCA input format:
```
! RIJCOSX wB97M-V def2-TZVPD def2/J DEFGRID3
* xyz 0 1
C 0.519 1.155 2.001
C -0.298 1.424 0.733
C -0.146 0.369 -0.332
C -0.718 -0.944 -0.118
C -0.273 -2.110 -0.858
C 0.246 0.742 -1.660
O 0.214 0.008 -2.651
H 0.346 1.936 2.749
H 0.247 0.193 2.452
H 1.591 1.123 1.773
H -1.357 1.532 1.013
H 0.001 2.393 0.314
H 1.589 -0.811 -0.257
H -1.658 -1.018 -0.759
H -1.020 -1.151 0.912
H -0.565 -3.099 -0.508
H 1.516 -1.579 -0.444
H -0.009 -1.976 -1.899
H 0.607 1.789 -1.759
*
```

Properties
- E_HOMO (spin up / spin down): -8.14 / -7.85 eV
- Energy: -8459.44451 eV
- HOMO-LUMO gap (spin up / spin down): 8.22 / 7.08 eV


DFT (ωB97M-V/def2-TZVPD) results for C20H25BrN7O2V as an isolated structure.

The geometry in ORCA input format:
```
! RIJCOSX wB97M-V def2-TZVPD def2/J DEFGRID3
* xyz 1 4
V 0.102 -0.341 1.345
O 1.234 -3.947 -0.091
C 2.210 -3.696 -1.010
C 2.803 -4.739 -1.714
C 3.743 -4.487 -2.699
C 4.104 -3.183 -2.997
C 3.527 -2.147 -2.279
C 2.589 -2.377 -1.279
C 1.999 -1.170 -0.571
O 1.602 -1.345 0.722
N 0.851 -0.710 -1.447
N -0.227 -0.260 -0.763
C -1.345 -0.107 -1.376
C -2.564 0.315 -0.724
Br -2.529 0.299 1.205
C -3.720 0.642 -1.302
C -3.949 0.774 -2.748
C -5.148 0.298 -3.283
C -5.399 0.394 -4.641
C -4.465 0.987 -5.482
C -3.286 1.491 -4.956
C -3.028 1.388 -3.598
H 1.101 -4.900 -0.046
H 2.512 -5.760 -1.488
H 4.189 -5.314 -3.235
H 4.836 -2.976 -3.766
H 3.819 -1.122 -2.478
H 2.751 -0.373 -0.634
H 0.627 -1.352 -2.199
H -1.420 -0.332 -2.438
H -4.577 0.806 -0.659
H -5.880 -0.159 -2.629
H -6.327 0.011 -5.043
H -4.666 1.069 -6.542
H -2.568 1.978 -5.602
H -2.124 1.819 -3.185
C 1.431 4.164 2.570
N 1.280 3.211 3.657
C 0.940 3.829 4.938
C 0.863 1.948 3.336
N 0.457 1.587 2.170
N 0.975 1.046 4.389
C 0.691 -0.311 4.412
N 0.979 -0.874 5.622
N 0.259 -0.954 3.391
H 1.979 5.024 2.946
H 0.468 4.520 2.185
H 2.010 3.724 1.760
H 1.735 4.512 5.231
H 0.812 3.091 5.723
H 0.006 4.394 4.857
H 0.358 2.375 1.544
H 1.611 1.343 5.110
H 0.912 -0.318 6.457
H 0.760 -1.848 5.742
H 0.099 -1.934 3.593
*
```

Properties
- <S²>: 3.765
- E_HOMO (spin up / spin down): -9.57 / -10.37 eV
- Energy: -131397.27792 eV
- HOMO-LUMO gap (spin up / spin down): 7.08 / 7.76 eV


Which ΔE to the lowest compared entry with this formula, charge and spin belongs to each record? In order, 0.719; 4.909; 0.000 eV.